(1)
The following is a quantum chemistry calculation of a molecular structure, C37H28Co2O8P at a distorted geometry, from the OMol25 dataset.

```
! wB97M-V def2-TZVPD RIJCOSX def2/J DEFGRID3
* xyz -1 1
C 3.8281 -2.2957 -4.0759
C 3.6588 -2.1214 -2.5985
O 2.4603 -1.3102 -2.3640
C 2.3411 -0.9918 -1.0737
C 1.3022 0.0797 -0.8150
P -0.4561 -1.0959 -0.8669
C -1.7482 0.1218 -0.5051
C -2.9811 -0.3146 0.0062
C -4.0581 0.5804 0.0855
C -3.8886 1.9024 -0.3313
C -2.6649 2.3444 -0.8118
C -1.5888 1.4592 -0.9278
C -1.0511 -2.0184 -2.3288
C -2.0150 -3.0275 -2.1549
C -2.6511 -3.5873 -3.2610
C -2.3299 -3.1531 -4.5474
C -1.3557 -2.1686 -4.7231
C -0.7070 -1.6026 -3.6269
C -0.3030 -2.3463 0.4393
C -0.6371 -2.0547 1.7762
C -0.5327 -3.0610 2.7407
C -0.0898 -4.3384 2.3925
C 0.2683 -4.6168 1.0736
C 0.1635 -3.6291 0.0956
O 3.0567 -1.4908 -0.2143
H 4.7760 -2.8058 -4.2546
H 3.0395 -2.9168 -4.5031
H 3.8662 -1.3376 -4.5976
H 3.5209 -3.0689 -2.0786
H 4.4995 -1.5820 -2.1685
H 0.9651 0.7326 -1.6423
H -3.1070 -1.3435 0.3322
H -5.0106 0.2324 0.4633
H -4.7356 2.5967 -0.2884
H -2.5252 3.3801 -1.1298
H -0.6539 1.8004 -1.3723
H -2.2726 -3.3718 -1.1506
H -3.4039 -4.3536 -3.1080
H -2.8413 -3.5795 -5.4070
H -1.1034 -1.8282 -5.7230
H 0.0615 -0.8368 -3.7511
H -0.9862 -1.0577 2.0559
H -0.8040 -2.8346 3.7682
H -0.0231 -5.1197 3.1506
H 0.6251 -5.6042 0.7918
H 0.4257 -3.8583 -0.9388
O 4.2888 1.0322 -1.6942
C 3.5803 1.7040 -1.0645
Co 2.5131 2.6671 -0.0206
C 4.0395 2.7632 0.7656
O 5.1120 2.9006 1.1947
C 1.9799 3.2410 -1.5434
O 1.7399 3.6521 -2.6154
C 0.4078 2.2258 2.2088
C -0.5616 1.9172 3.2258
C -1.9180 1.7829 2.8584
C -2.8810 1.4931 3.8102
C -2.5223 1.3761 5.1561
C -1.1882 1.5465 5.5367
C -0.2117 1.8260 4.5947
C 1.1476 1.9496 1.1101
C 1.5938 0.6650 0.4241
Co 0.9787 3.7718 1.5113
C -0.2253 4.7012 0.6279
O -0.9880 5.3449 0.0314
C 2.3797 4.6667 0.6642
O 2.9796 5.6460 0.4725
C 0.9178 4.8381 2.9155
O 0.8615 5.5510 3.8316
H -2.1787 1.9267 1.8004
H -3.9131 1.3717 3.4940
H -3.2768 1.1556 5.8997
H -0.8970 1.4733 6.5808
H 0.8388 1.9889 4.8573
H 2.4682 0.1994 0.9358
H 0.6013 0.1157 0.5990
*
```

Values from the calculation:
- DFT total energy: -5135.27096 Eh
- Highest occupied orbital energy: -0.059 Ha

(2)
The following is a quantum chemistry calculation of a gas-phase ion, C10H16N3 (charge +1) at a distorted geometry, from the OMol25 dataset.

```
! wB97M-V def2-TZVPD RIJCOSX def2/J DEFGRID3
* xyz 1 1
H -1.0517 3.3033 1.0181
N -0.1209 3.0701 0.6718
C 0.0415 1.9813 0.0871
C 1.3009 1.7519 -0.6428
C 1.6471 0.2826 -0.8818
C 3.0145 -0.3550 -0.8438
C 1.9264 -0.9452 0.0416
C 1.9887 -0.7909 1.6090
C -1.1187 1.0156 -0.1616
C -2.4253 1.3559 -0.1146
N -3.1817 0.1824 0.0021
C -2.3098 -0.8651 0.0128
C -2.4727 -2.3806 -0.0230
N -1.0878 -0.3613 -0.1316
H 2.2577 2.3053 -0.3468
H 1.0946 2.0458 -1.6112
H 0.9818 -0.1498 -1.7644
H 3.8583 0.2583 -0.4194
H 3.2688 -0.9161 -1.6999
H 1.5144 -1.9073 -0.4028
H 3.0289 -1.1382 1.8973
H 1.7736 0.2489 2.0679
H 1.3170 -1.4430 1.9976
H -3.0672 2.1882 -0.1265
H -4.1528 0.3314 0.1147
H -1.9785 -2.8815 -0.8169
H -2.2143 -2.8148 0.8633
H -3.6166 -2.5671 -0.2098
H -0.2162 -0.8051 -0.1864
*
```

Values from the calculation:
- DFT total energy: -554.59079 Eh
- Highest occupied orbital energy: -0.483 Ha

Values for relative energy (zero: lowest compared OMol25 entry of this formula, charge and spin), kJ/mol, ordered as above
671.0 239.3